DFT (ωB97M-V/def2-TZVPD) results for a 3-piece molecular cluster, C21H42B3FN2O6 overall in a non-equilibrium geometry.

Calculated values
* charge: 0
* molecular weight: 470.009 g/mol
* LUMO level (spin up / spin down): -0.28 / -0.19 eV
* multiplicity: 3

```
75
Properties=species:S:1:pos:R:3:forces:R:3:lowdin_charge:R:1
C 2.0896 1.3724 -1.7085 0.03 -0.07 0.65 0.020
B 1.6228 0.8209 -0.2471 0.26 -0.87 -1.08 -0.429
O 0.2710 0.9284 0.2670 2.66 1.17 2.43 0.254
B 0.3363 1.2865 1.6621 -1.79 0.19 0.49 -0.541
F -0.6648 2.1381 2.2190 2.26 -2.18 -1.44 0.147
O 1.3703 0.8564 2.5630 -0.01 1.74 -2.77 0.235
B 2.5935 0.9983 1.8003 -0.08 -1.51 -0.14 -0.455
C 3.7233 2.0244 2.3306 0.45 0.80 0.47 -0.004
C 3.2280 3.5561 2.3335 0.96 0.73 -1.67 -0.198
O 3.5346 4.3427 1.4190 -1.00 -2.35 2.68 0.014
O 2.6814 0.2256 0.5758 -1.71 3.27 1.28 0.186
H 3.1231 0.9616 -1.9662 -1.49 0.44 0.27 0.081
H 2.2332 2.5038 -1.5690 -0.38 -1.42 -0.37 0.095
H 1.3184 1.1640 -2.5131 1.02 0.47 0.96 0.059
H 4.6952 2.0155 1.7436 -1.33 -0.12 0.55 0.127
H 3.9660 1.7492 3.4145 -0.41 0.38 -1.30 0.128
H 2.6186 3.9179 3.2357 0.60 -0.52 -1.05 0.142
C -3.6943 1.5136 -1.6704 0.76 -4.41 2.03 -0.062
C -2.5579 2.6718 -1.3161 -1.43 0.10 0.88 -0.204
C -1.9450 4.1756 -1.3465 3.60 0.34 2.18 -0.157
C -2.4320 5.1674 -2.3996 -0.30 -0.85 -0.34 -0.169
C -1.9913 4.6729 -3.7691 0.03 0.41 0.27 -0.148
C -2.4664 3.2323 -3.9662 -0.67 0.26 -1.96 -0.501
N -2.1384 2.3981 -2.7931 3.35 1.36 -3.65 -0.194
O -0.8820 1.9608 -2.7756 -3.62 1.07 0.46 -0.011
C -3.9891 3.2517 -4.2224 -0.21 -0.16 0.48 -0.037
C -1.8570 2.6832 -5.2754 0.38 -0.22 0.28 -0.037
C -3.6616 3.1384 -0.1645 -2.42 1.84 0.05 -0.090
H -3.4654 0.7699 -2.4498 0.50 0.73 -0.09 0.096
H -3.7981 0.8247 -0.8207 -0.34 0.38 0.04 0.074
H -4.6811 1.9170 -1.9127 0.47 0.68 0.18 0.077
H -0.8509 4.0926 -1.4339 -0.10 -0.16 -0.54 0.111
H -1.9889 4.6952 -0.3858 -0.45 -0.49 -0.03 0.094
H -3.5156 5.3051 -2.3352 0.03 0.00 -0.11 0.109
H -1.9797 6.1466 -2.2125 0.04 -0.22 0.32 0.124
H -2.3879 5.3315 -4.5508 -0.02 -0.30 -0.07 0.123
H -0.8955 4.7352 -3.8394 -0.19 -0.20 0.10 0.129
H -4.3679 2.2498 -4.4417 0.08 0.05 0.06 0.088
H -4.2270 3.8815 -5.0825 0.22 -0.01 0.05 0.090
H -4.5589 3.6487 -3.3778 0.06 -0.06 0.00 0.073
H -0.7651 2.7043 -5.2688 -0.11 -0.07 0.19 0.080
H -2.1758 3.2898 -6.1290 -0.14 0.04 0.23 0.086
H -2.1814 1.6556 -5.4612 0.05 0.06 0.08 0.088
H -4.0635 2.3091 0.4255 0.06 -0.30 -0.83 0.072
H -4.4956 3.7113 -0.5905 -0.21 -0.01 0.39 0.077
H -3.2263 3.7396 0.6382 0.57 0.15 -0.66 0.071
C 0.4831 -6.3609 2.6145 -3.12 -3.44 -1.45 -0.070
C 1.4728 -5.7397 1.4354 0.70 -1.23 0.98 -0.209
C 2.6886 -4.8142 0.8866 0.67 -0.38 -4.13 -0.158
C 3.1912 -3.6480 1.7336 -0.85 -0.21 0.41 -0.160
C 2.0866 -2.6065 1.8266 0.42 -0.16 -0.15 -0.140
C 0.8048 -3.2717 2.3325 -0.42 1.51 1.39 -0.484
N 0.5198 -4.5150 1.5893 -1.04 4.80 -1.83 -0.207
O -0.0700 -4.3171 0.4136 1.77 -1.11 3.19 -0.001
C 0.9653 -3.5547 3.8422 0.10 -0.54 0.02 -0.031
C -0.3509 -2.2500 2.2481 -0.17 -0.19 -0.48 -0.017
C 2.5691 -6.8319 2.0400 2.03 0.01 2.22 -0.098
H -0.5514 -5.9908 2.6847 0.52 0.58 -0.42 0.094
H 0.2593 -7.4139 2.3935 0.42 0.03 0.31 0.072
H 0.8994 -6.2991 3.6236 0.59 0.32 -0.50 0.076
H 2.3952 -4.4207 -0.0982 -0.37 0.33 0.31 0.113
H 3.5731 -5.3768 0.5763 -0.37 -0.35 0.43 0.092
H 3.5215 -3.9941 2.7179 -0.05 0.09 0.02 0.109
H 4.0642 -3.1981 1.2498 -0.07 -0.34 -0.17 0.126
H 2.3983 -1.7893 2.4872 -0.32 -0.10 0.05 0.118
H 1.9287 -2.1587 0.8362 -0.08 -0.24 0.19 0.127
H 0.0464 -3.9652 4.2695 0.05 0.00 -0.09 0.088
H 1.1896 -2.6336 4.3848 -0.03 0.03 -0.23 0.092
H 1.7785 -4.2522 4.0616 -0.06 -0.01 -0.06 0.073
H -0.5122 -1.8848 1.2310 0.03 -0.23 0.02 0.087
H -0.1299 -1.3724 2.8641 0.17 -0.24 0.08 0.082
H -1.2872 -2.6820 2.6124 0.07 -0.03 -0.08 0.093
H 2.1577 -7.8347 2.1909 -0.63 0.56 0.26 0.070
H 3.0300 -6.4902 2.9760 0.20 -0.40 0.05 0.077
H 3.3777 -7.0689 1.3434 -0.23 0.80 -0.27 0.071
```
Forces are in eV/Å.

=====

DFT (ωB97M-V/def2-TZVPD) results for C21H42BNO3P2Ti as an isolated structure in a non-equilibrium geometry.

Calculated values
* charge: 0
* molecular weight: 477.198 g/mol
* energy relative to the best compared isomer or geometry (same formula, charge and spin): 318.6 kJ/mol
* LUMO level (spin up / spin down): -0.45 / -0.45 eV

```
71
Properties=species:S:1:pos:R:3:forces:R:3:lowdin_charge:R:1
Ti -0.8219 0.4832 -1.1668 2.01 -2.74 1.10 0.478
P -2.4821 -1.4051 -0.3853 0.58 2.25 -1.30 0.725
P 1.4600 1.8750 -1.0165 0.06 0.13 -1.24 0.815
N -0.0649 -0.5076 -2.4501 -1.38 1.52 0.83 -0.125
H -0.7844 -1.0097 -0.1655 1.30 1.52 0.10 -0.044
C -3.7910 -1.3818 -1.6480 -0.95 -0.97 0.19 -0.269
H -4.5877 -2.0739 -1.3669 -0.27 -0.18 -0.30 0.035
H -3.3846 -1.6767 -2.6168 0.12 0.00 0.11 0.050
H -4.2423 -0.3951 -1.7568 0.18 -0.05 0.20 0.012
C -3.2942 -1.3646 1.2377 -0.38 -0.25 0.28 -0.239
H -4.1347 -2.0832 1.2642 0.37 0.20 0.11 0.050
H -3.6804 -0.3531 1.4383 0.15 -0.37 -0.15 0.046
H -2.5658 -1.5981 2.0283 -0.21 0.06 -0.29 0.041
C -1.6380 -3.0189 -0.5461 -0.61 0.33 0.25 -0.226
H -2.3068 -3.8171 -0.2481 0.01 -0.45 -0.16 0.045
H -0.7577 -2.9777 0.0950 -0.11 -0.14 0.11 0.042
H -1.2681 -3.1053 -1.5651 -0.12 -0.13 -0.13 0.046
C 1.4945 3.0001 -2.4794 0.28 0.30 -0.11 -0.272
H 2.4410 3.5708 -2.5464 -0.40 -0.21 0.00 0.043
H 0.6445 3.6977 -2.4159 0.33 -0.20 0.00 0.027
H 1.3600 2.4072 -3.3971 0.04 0.10 0.35 0.048
C 1.9650 3.0344 0.3027 0.07 0.42 0.35 -0.249
H 2.7368 3.7441 -0.0329 -0.18 -0.27 -0.05 0.052
H 2.3611 2.5088 1.1778 -0.13 -0.08 -0.21 0.023
H 1.1027 3.6200 0.6355 0.04 -0.03 -0.02 0.030
C 3.0048 0.9222 -1.2446 0.15 -0.20 0.03 -0.239
H 3.8861 1.5618 -1.3887 -0.27 0.03 0.05 0.051
H 2.9128 0.2546 -2.1040 -0.12 0.10 -0.01 0.039
H 3.1658 0.2853 -0.3720 -0.06 0.10 -0.02 0.034
C 0.6032 -1.5183 -3.0229 1.15 -1.42 -0.34 -0.428
C 1.2543 -2.9685 -4.8897 -0.08 0.03 -0.13 -0.122
C 0.4764 -1.9195 -4.3988 0.20 0.34 0.98 -0.048
C 1.5217 -2.2658 -2.2132 -0.28 0.39 -0.28 -0.065
C 2.2683 -3.3065 -2.7537 0.08 0.16 0.59 -0.122
C 2.1546 -3.6821 -4.0849 -0.48 0.49 -0.18 -0.129
H 1.1699 -3.2272 -5.9451 -0.03 0.00 0.19 0.091
H -0.2201 -1.3446 -5.0243 0.38 -0.38 0.16 0.098
H 1.6219 -1.9433 -1.1557 -0.02 -0.35 -0.77 0.106
H 2.9700 -3.8141 -2.0963 -0.04 -0.08 -0.12 0.094
H 2.7505 -4.4930 -4.4871 -0.07 0.09 -0.02 0.087
C -2.3517 3.0036 -1.1480 2.13 -4.47 -1.22 -0.366
O -1.4671 2.3704 -1.8553 -1.86 3.01 1.21 -0.172
C -3.7453 2.4864 -1.2789 -0.03 -0.11 -0.37 -0.022
H -4.0649 2.2778 -0.2590 -0.38 -0.17 -0.10 0.091
H -3.6875 1.5634 -1.8887 -0.30 0.72 0.36 0.073
H -4.4273 3.2070 -1.7181 -0.19 0.20 -0.07 0.093
C -1.9596 3.6609 0.1080 -0.27 1.24 1.10 -0.011
H -1.3119 4.5256 0.0907 0.37 0.19 -0.59 0.090
H -1.4424 2.9023 0.6915 0.11 -0.16 0.06 0.086
H -2.8258 3.9738 0.7001 -0.01 -0.12 -0.23 0.094
C 2.8709 0.0929 3.1140 0.35 0.29 0.19 -0.018
C 1.5507 -0.5101 2.6849 0.12 -0.40 0.07 -0.482
C 1.6121 -2.0004 3.0009 -0.02 -0.42 0.14 -0.019
O 1.4443 -0.3669 1.2566 -0.76 0.91 0.22 0.010
B 0.1947 0.2152 0.9487 -1.07 -1.19 -0.34 -0.636
O -0.5799 0.3529 2.1328 0.41 -0.03 -0.57 0.011
C 0.2724 0.2018 3.2668 0.21 0.53 0.03 -0.495
C -0.4354 -0.5534 4.3719 -0.02 -0.31 0.17 -0.021
C 0.5345 1.6127 3.7979 0.22 0.33 0.22 -0.019
H 3.0005 -0.0269 4.1983 0.07 0.10 -0.20 0.097
H 2.9471 1.1579 2.8624 -0.04 -0.26 0.10 0.074
H 3.6930 -0.4301 2.6069 -0.22 0.10 0.13 0.098
H 2.4581 -2.4559 2.4642 -0.30 0.18 0.07 0.098
H 1.7900 -2.1525 4.0766 -0.11 -0.02 -0.28 0.092
H 0.6929 -2.5361 2.7216 0.27 0.20 -0.01 0.091
H 0.2313 -0.6043 5.2399 -0.15 -0.12 -0.02 0.096
H -1.3402 -0.0205 4.6792 0.11 -0.02 -0.12 0.093
H -0.7138 -1.5702 4.0842 0.03 0.14 0.02 0.080
H 1.0020 2.2809 3.0541 -0.20 -0.35 0.24 0.080
H -0.4199 2.0626 4.1144 0.26 -0.16 -0.21 0.095
H 1.1767 1.5647 4.6860 -0.03 0.14 -0.16 0.090
```
Forces are in eV/Å.

=====

DFT (ωB97M-V/def2-TZVPD) results for C21H42Cl23F3NNbO3PS as an isolated structure in a non-equilibrium geometry.

Calculated values
* charge: -1
* molecular weight: 1384.931 g/mol
* energy relative to the best compared isomer or geometry (same formula, charge and spin): 0.0 kJ/mol
* LUMO level: 0.86 eV

```
96
Properties=species:S:1:pos:R:3:forces:R:3:lowdin_charge:R:1
C 5.1164 1.9827 1.1654 -0.35 -0.09 -0.13 -0.129
C 4.5655 1.5583 -0.1972 0.09 -0.16 0.15 -0.253
C 3.2645 0.7305 -0.1525 0.01 0.42 -0.24 -0.298
C 2.1640 1.3014 -1.0792 -0.28 0.23 0.56 -0.390
Nb 0.6454 2.5746 0.0103 -0.15 1.01 2.19 1.552
Cl 1.3547 4.3802 -1.4589 -0.40 -0.49 0.16 0.051
C 0.2062 0.7121 1.1650 -0.04 0.41 -0.54 -0.248
C -1.1154 0.6892 1.9123 0.25 -0.36 -0.18 -0.378
O -2.2150 1.1743 1.1913 -0.20 -0.13 0.11 -0.050
C -1.3985 -0.7210 2.4284 -0.34 -0.54 0.34 -0.522
F -1.0922 -1.6946 1.5093 -0.31 0.39 0.47 0.075
F -0.6662 -1.0072 3.5458 -0.40 0.08 -0.69 0.115
F -2.7103 -0.9196 2.7525 0.91 0.04 -0.10 0.120
O 2.1485 3.1949 1.3901 -0.54 -1.66 -1.40 -0.208
C 2.5729 4.3553 1.3307 0.12 1.44 1.79 -0.605
N 2.8835 5.4517 1.5647 0.33 0.13 -0.66 0.127
O -0.6507 3.6855 1.0153 1.37 -0.56 -1.78 -0.413
C -1.0313 5.0051 0.6191 -0.54 0.25 0.66 -0.396
C -2.2087 5.5133 1.4187 0.00 -0.04 -0.07 -0.081
P -1.0186 1.9252 -1.8732 -0.31 0.28 0.03 0.134
S -2.8535 2.6937 -1.8139 0.12 -0.12 0.10 -0.040
H 6.1974 2.0545 1.1699 0.21 0.00 0.00 0.046
H 4.7262 2.9511 1.4463 -0.04 0.18 0.16 0.015
H 4.8059 1.2800 1.9326 0.10 -0.19 0.19 0.071
H 5.3270 0.9693 -0.7018 0.11 -0.06 -0.22 0.095
H 4.4020 2.4418 -0.8054 0.03 0.21 -0.14 0.093
H 2.9385 0.6944 0.8825 -0.09 -0.19 0.20 0.056
H 3.4969 -0.2844 -0.4622 -0.01 -0.31 0.11 0.091
H 2.6511 1.9070 -1.8326 -0.05 -0.01 -0.41 0.005
H 1.6194 0.4968 -1.5737 -0.04 -0.19 -0.19 0.011
H 0.3112 -0.1313 0.4867 -0.03 -0.20 -0.06 0.043
H 1.0207 0.6443 1.8863 0.23 0.02 0.06 0.066
H -1.0089 1.2893 2.8112 -0.26 0.29 0.06 0.154
H -2.4324 0.5979 0.4459 0.10 0.16 -0.03 0.074
H -0.1809 5.6580 0.7927 0.25 0.10 -0.22 0.089
H -1.3040 5.0117 -0.4306 0.11 -0.15 -0.24 0.055
H -1.8993 5.8821 2.3909 -0.04 -0.09 0.26 0.068
H -2.6657 6.3359 0.8763 -0.11 0.19 -0.05 0.073
H -2.9514 4.7297 1.5196 -0.15 -0.13 0.08 0.059
H -0.4091 2.2837 -3.0821 0.22 -0.26 -0.17 -0.101
H -1.0423 0.5165 -1.9795 0.11 -0.09 -0.14 -0.100
C -1.6725 -4.3163 3.3029 -0.03 0.17 0.02 -0.997
Cl -0.9518 -5.4021 2.0985 -0.05 -0.14 0.04 0.564
Cl -1.0661 -4.6023 4.9314 0.03 -0.10 0.03 0.530
H -1.4167 -3.3077 3.0209 0.03 0.01 0.00 -0.023
H -2.7446 -4.4643 3.2963 -0.01 -0.08 0.00 0.034
C -6.8154 3.3606 -0.8100 -0.02 -0.06 -0.03 -1.025
Cl -6.1191 3.9937 0.6886 0.01 0.02 0.02 0.499
Cl -5.9559 3.9057 -2.2466 -0.10 0.10 -0.05 0.472
H -6.7611 2.2795 -0.7775 0.04 -0.02 0.02 0.025
H -7.8421 3.6990 -0.8722 -0.02 0.02 0.00 0.017
C 5.8263 6.2526 2.4000 -0.09 0.07 -0.05 -1.010
Cl 6.7663 5.0086 1.5670 0.12 0.10 0.02 0.526
Cl 6.2397 6.3609 4.1241 0.03 0.00 0.02 0.479
H 6.0410 7.2087 1.9403 0.07 0.02 0.01 0.022
H 4.7752 6.0020 2.3051 -0.01 -0.02 0.00 -0.046
C 2.4993 -6.1491 0.9788 0.02 0.15 0.02 -1.011
Cl 2.4210 -7.9021 0.6966 0.02 -0.02 0.03 0.538
Cl 3.4884 -5.3163 -0.2145 0.05 -0.07 -0.02 0.517
H 1.4915 -5.7596 0.9303 -0.02 0.01 -0.06 -0.050
H 2.9313 -5.9883 1.9584 0.01 -0.04 0.03 0.031
C -5.0776 1.4686 -6.1467 0.12 -0.01 0.02 -1.023
Cl -4.0373 1.8009 -4.7608 -0.12 -0.02 -0.06 0.476
Cl -6.7977 1.4887 -5.7091 0.01 -0.01 -0.05 0.465
H -4.9146 2.2339 -6.8956 -0.03 0.03 -0.01 0.019
H -4.8456 0.4874 -6.5423 0.00 -0.03 0.02 0.017
C 4.7274 -10.0158 2.8768 -0.02 -0.01 -0.02 -1.042
Cl 4.5422 -9.3489 4.5035 -0.01 0.01 0.01 0.497
Cl 6.3785 -10.5656 2.5603 0.00 -0.01 0.00 0.498
H 4.0609 -10.8632 2.7779 0.01 -0.03 0.03 0.024
H 4.4780 -9.2436 2.1616 0.03 0.05 -0.02 -0.029
C 0.8384 -9.6769 -2.1445 -0.02 0.03 0.01 -1.047
Cl 0.5465 -11.4130 -2.3257 0.00 -0.01 0.00 0.501
Cl 1.8324 -9.0194 -3.4481 -0.01 0.02 -0.02 0.499
H -0.1173 -9.1678 -2.1520 -0.03 -0.01 -0.02 0.017
H 1.3567 -9.5113 -1.2104 0.02 -0.01 0.01 -0.042
C 4.9072 7.6763 7.5121 -0.03 -0.02 -0.10 -1.033
Cl 5.1935 9.0086 8.6442 0.00 0.00 0.01 0.487
Cl 6.1161 6.3990 7.6512 0.04 -0.01 0.07 0.488
H 3.9353 7.2513 7.7263 -0.01 -0.01 0.03 0.025
H 4.9466 8.0685 6.5035 0.02 0.01 -0.02 0.007
C -0.6571 -4.1351 -1.3082 -0.08 0.16 0.02 -1.013
Cl 0.7137 -3.0306 -1.2439 0.00 0.04 0.02 0.531
Cl -0.1727 -5.7670 -1.8145 0.04 -0.08 0.05 0.517
H -1.0900 -4.2074 -0.3191 0.02 -0.02 0.03 -0.035
H -1.3744 -3.7602 -2.0263 0.02 -0.03 -0.07 -0.017
C -10.1196 3.8987 -6.0473 -0.07 0.04 0.01 -1.029
Cl -8.7164 4.7229 -5.3698 0.02 -0.02 0.02 0.503
Cl -10.2126 2.1925 -5.5809 -0.02 0.02 0.02 0.482
H -11.0094 4.3918 -5.6773 -0.03 0.00 0.00 0.018
H -10.0672 3.9495 -7.1273 0.05 -0.02 -0.02 0.021
C -1.4633 -5.6294 -5.3122 0.06 0.00 0.03 -1.025
Cl -2.4742 -6.8108 -6.1536 -0.01 -0.01 0.00 0.501
Cl -2.4158 -4.3222 -4.5938 -0.02 0.00 -0.02 0.524
H -0.9311 -6.1339 -4.5162 -0.01 -0.01 0.02 -0.025
H -0.7776 -5.1935 -6.0270 -0.01 0.02 -0.03 0.027
```
Forces are in eV/Å.